Computed, not measured: a molecular structure, C9H24I2O3Zn at a distorted geometry, with ωB97M-V/def2-TZVPD.

Each line ends with the Mulliken charge.
CARTESIAN COORDINATES (ANGSTROEM)
Zn -3.64867 17.60125 0.72122  0.430
I -4.32287 17.51485 -4.11730  -0.211
I -0.72152 14.46721 2.73438  -0.214
C -4.73857 23.16116 3.86422  -1.137
C -5.78137 22.27203 3.15677  0.463
C -6.01694 22.70575 1.71743  -1.281
O -5.22565 20.95109 3.16201  -0.540
H -3.80777 23.16324 3.29702  0.267
H -4.51305 22.78989 4.86392  0.330
H -5.00810 24.19011 4.10242  0.357
H -6.73833 22.30588 3.67753  0.240
H -6.60074 23.62269 1.63687  0.350
H -6.46256 21.92090 1.10626  0.336
H -5.07588 22.83718 1.18336  0.300
H -5.39488 20.56321 4.02371  0.312
C -10.05037 15.73607 0.00937  -1.202
C -9.32789 15.92596 1.36965  0.355
C -9.90435 15.04590 2.43870  -1.253
O -7.95592 15.54667 1.28016  -0.536
H -11.11011 15.84221 0.24132  0.334
H -10.08091 14.74653 -0.44668  0.327
H -9.79617 16.41011 -0.80863  0.325
H -9.39244 16.96108 1.70502  0.264
H -9.32087 15.08477 3.35857  0.333
H -9.86248 14.00107 2.13100  0.335
H -10.92160 15.30942 2.72831  0.364
H -7.97034 14.60559 1.09109  0.354
C 0.85794 23.02388 -0.74990  -1.165
C 0.76377 21.50539 -0.99949  0.273
C 2.14866 20.86150 -1.06587  -1.173
O 0.02087 20.90219 0.06312  -0.525
H 1.29401 23.26499 0.21954  0.336
H -0.10119 23.52614 -0.87592  0.293
H 1.57093 23.46480 -1.44656  0.346
H 0.34535 21.43239 -2.00334  0.288
H 2.69108 21.06022 -0.14155  0.308
H 2.74044 21.30786 -1.86503  0.351
H 2.15637 19.77778 -1.18243  0.315
H 0.53644 21.09757 0.84901  0.353

Calculated values
LUMO energy: -5.656 eV
HOMO level: -0.2919 Ha
Frontier orbital gap: 2.287 eV
F_max: 1.50 eV/Å
Energy relative to the best compared isomer or geometry (same formula, charge and spin): 9.307 eV